Entry 1:
DFT (wB97M-V/def2-TZVPD) results for a cluster of 4 separate species, C23H23BF3IN3O9 in total at a distorted geometry.

The geometry in XYZ format:
```
63
C23H23BF3IN3O9, DFT wB97M-V/def2-TZVPD
O -0.472 4.269 -5.087
C 0.713 5.151 -5.278
C 1.839 4.972 -4.055
C 1.265 4.107 -2.786
O 1.559 2.717 -3.168
B 1.120 1.969 -1.939
O 1.462 2.868 -0.780
C 2.045 4.130 -1.344
I 4.183 3.660 -1.326
C 1.429 4.813 -6.718
F 2.721 5.504 -6.946
F 1.623 3.319 -6.829
F 0.441 5.230 -7.777
H -1.285 4.881 -5.107
H 0.322 6.264 -5.311
H 2.112 6.054 -3.688
H 2.782 4.492 -4.584
H 0.141 4.239 -2.490
H 1.686 0.978 -1.657
H -0.057 1.896 -2.144
H 1.850 5.000 -0.579
C -3.495 -1.720 1.622
C -2.345 -1.546 0.851
C -1.996 -0.274 0.392
C -2.808 0.822 0.717
C -3.968 0.648 1.484
C -4.308 -0.629 1.935
N -2.433 2.165 0.259
O -1.410 2.275 -0.434
O -3.158 3.113 0.594
H -3.760 -2.713 1.983
H -1.718 -2.401 0.611
H -1.097 -0.154 -0.207
H -4.609 1.489 1.739
H -5.204 -0.773 2.534
C -4.998 -8.085 0.490
C -3.749 -8.382 1.038
C -3.078 -7.428 1.806
C -3.671 -6.177 2.022
C -4.921 -5.874 1.467
C -5.582 -6.835 0.698
N -2.982 -5.179 2.850
O -1.869 -5.479 3.308
O -3.553 -4.097 3.046
H -5.520 -8.834 -0.103
H -3.300 -9.359 0.870
H -2.105 -7.675 2.226
H -5.390 -4.905 1.623
H -6.554 -6.610 0.265
C 4.677 -1.163 3.753
C 5.827 -0.988 2.982
C 6.176 0.283 2.523
C 5.364 1.379 2.847
C 4.205 1.206 3.615
C 3.865 -0.071 4.065
N 5.739 2.722 2.389
O 6.762 2.832 1.697
O 5.014 3.670 2.725
H 4.412 -2.155 4.113
H 6.455 -1.844 2.741
H 7.076 0.403 1.923
H 3.563 2.046 3.870
H 2.968 -0.216 4.664
```

Output
Molar mass: 680.2 g/mol
Net charge: -1
Lowest unoccupied orbital energy: 0.206 eV

***

Entry 2:
DFT (wB97M-V/def2-TZVPD) results for a cluster of 3 separate species, C23H23Br2F9O9S2 in total at a distorted geometry.

The geometry in XYZ format:
```
68
C23H23Br2F9O9S2, DFT wB97M-V/def2-TZVPD
O 2.470 -4.861 0.149
C 3.209 -3.727 0.176
C 4.767 -3.928 0.749
C 5.774 -2.811 0.688
C 5.243 -1.381 0.081
O 6.132 -0.378 -0.072
C 3.638 -1.125 -0.300
C 3.268 0.447 -0.709
O 2.859 0.690 -1.956
C 3.488 1.569 0.476
F 4.723 2.373 0.150
F 3.817 0.893 1.787
C 2.183 2.515 0.774
F 2.610 3.504 1.831
F 1.150 1.664 1.409
C 1.664 3.409 -0.499
F 2.694 3.665 -1.541
F 1.316 4.767 0.065
C 0.230 2.856 -1.158
O -0.918 2.795 -0.431
O 0.161 2.457 -2.599
C 2.604 -2.235 -0.276
C 1.037 -1.988 -0.698
C -0.065 -2.707 0.283
C -1.307 -1.625 0.552
F -0.839 -0.502 1.437
Br -2.106 -0.934 -1.188
C -2.582 -2.312 1.363
F -2.225 -3.533 2.122
F -3.677 -2.539 0.347
Br -3.316 -0.844 2.572
H 5.150 -4.952 1.216
H 6.881 -2.878 1.061
H 0.151 1.452 -2.573
H 0.860 -2.433 -1.787
H 0.793 -0.841 -0.708
H -0.558 -3.602 -0.320
H 0.379 -3.109 1.298
O -1.631 0.366 -4.200
S -1.097 -0.801 -4.870
O 0.283 -1.218 -4.722
C -2.156 -2.190 -4.513
C -3.212 -2.147 -5.608
C -2.456 -1.841 -6.901
C -1.495 -0.691 -6.608
H -2.574 -2.093 -3.510
H -1.552 -3.099 -4.584
H -3.762 -3.091 -5.673
H -3.934 -1.348 -5.404
H -1.888 -2.727 -7.210
H -3.138 -1.587 -7.718
H -0.577 -0.774 -7.196
H -1.965 0.280 -6.787
O -2.985 0.617 5.643
S -3.230 2.015 5.358
O -4.547 2.519 5.022
C -2.566 2.989 6.695
C -1.122 3.246 6.291
C -1.163 3.587 4.802
C -2.061 2.557 4.120
H -2.659 2.444 7.636
H -3.134 3.923 6.743
H -0.678 4.054 6.881
H -0.522 2.342 6.447
H -1.585 4.591 4.669
H -0.161 3.592 4.361
H -2.601 2.991 3.275
H -1.490 1.685 3.789
```

Output
Molar mass: 838.4 g/mol
Relative energy (zero: lowest compared OMol25 entry of this formula, charge and spin): 1357.01 kJ/mol
Net charge: 0
Lowest unoccupied orbital energy: -2.632 eV

***

Entry 3:
DFT (wB97M-V/def2-TZVPD) results for the molecule C23H23ClN4O4.

The geometry in XYZ format:
```
55
C23H23ClN4O4, DFT wB97M-V/def2-TZVPD
C 4.643 2.551 -2.389
O 3.746 1.635 -1.786
C 4.305 0.694 -1.004
O 5.517 0.626 -0.837
C 3.329 -0.195 -0.423
C 3.738 -1.209 0.396
N 5.015 -1.409 0.759
O 2.891 -2.119 0.954
C 1.570 -2.063 0.616
C 0.743 -3.077 1.151
C -0.595 -3.065 0.895
C -1.482 -4.128 1.463
N -1.130 -2.104 0.094
C -2.565 -2.011 -0.124
C -3.262 -1.227 0.996
C -3.211 0.294 0.782
N -4.084 0.702 -0.283
C -3.733 0.973 -1.576
C -4.898 1.255 -2.228
N -5.949 1.163 -1.370
C -5.432 0.830 -0.221
C -0.349 -1.121 -0.534
O -0.872 -0.332 -1.307
C 1.046 -1.106 -0.198
C 1.867 0.049 -0.707
C 1.361 1.299 -0.012
C 1.610 1.488 1.341
C 1.102 2.588 2.008
C 0.326 3.500 1.313
Cl -0.330 4.870 2.145
C 0.067 3.329 -0.037
C 0.590 2.229 -0.693
H 5.223 3.074 -1.626
H 5.333 2.029 -3.056
H 4.028 3.251 -2.948
H 5.269 -2.263 1.222
H 5.694 -0.809 0.298
H 1.186 -3.836 1.771
H -2.306 -3.707 2.034
H -1.900 -4.743 0.667
H -0.901 -4.771 2.118
H -2.985 -3.012 -0.213
H -2.705 -1.487 -1.074
H -2.793 -1.456 1.955
H -4.308 -1.535 1.045
H -2.194 0.608 0.537
H -3.522 0.797 1.703
H -2.713 0.939 -1.898
H -5.049 1.521 -3.255
H -5.991 0.682 0.682
H 1.702 0.169 -1.783
H 2.211 0.772 1.883
H 1.301 2.735 3.059
H -0.540 4.047 -0.566
H 0.384 2.084 -1.741
```

Output
Molar mass: 454.9 g/mol
Relative energy (zero: lowest compared OMol25 entry of this formula, charge and spin): 0.00 kJ/mol
Net charge: 0
Lowest unoccupied orbital energy: 0.384 eV

***

Entry 4:
DFT (wB97M-V/def2-TZVPD) results for a structure of composition C23H23ClN4PtS.

The geometry in XYZ format:
```
53
C23H23ClN4PtS, DFT wB97M-V/def2-TZVPD
Pt -0.838 1.355 0.198
C -3.979 -0.132 -4.331
C -2.761 0.488 -4.095
C -2.380 0.798 -2.798
C -3.230 0.504 -1.747
C -4.452 -0.115 -1.971
C -4.821 -0.435 -3.266
N -2.798 0.870 -0.425
N -3.713 0.954 0.421
C -3.244 1.421 1.658
C -4.165 1.527 2.694
C -3.750 2.004 3.922
C -2.418 2.371 4.085
C -1.502 2.267 3.044
C -1.892 1.791 1.793
H -4.273 -0.383 -5.342
H -2.102 0.725 -4.919
H -1.430 1.273 -2.596
H -5.093 -0.343 -1.132
H -5.768 -0.926 -3.446
H -5.190 1.231 2.512
H -4.448 2.095 4.743
H -2.083 2.750 5.044
H -0.483 2.565 3.226
Cl 5.755 -1.458 1.510
C 4.337 -0.446 1.328
C 4.250 0.405 0.244
C 3.125 1.207 0.100
C 2.093 1.202 1.038
C 0.928 2.130 0.907
C 2.216 0.322 2.119
C 3.322 -0.497 2.271
H 5.065 0.458 -0.466
H 3.067 1.889 -0.742
H 1.204 2.931 0.210
H 0.779 2.619 1.867
H 1.422 0.287 2.857
H 3.407 -1.163 3.120
C 1.497 -3.083 0.720
N 2.094 -2.406 -0.406
C 3.339 -2.886 -0.995
C 3.588 -1.877 -2.127
N 2.277 -1.258 -2.252
C 1.473 -1.534 -1.206
S -0.100 -0.950 -1.000
H 2.247 -3.200 1.501
H 1.120 -4.069 0.432
H 0.674 -2.480 1.094
H 3.205 -3.904 -1.376
H 4.139 -2.890 -0.256
H 3.885 -2.362 -3.055
H 4.349 -1.150 -1.847
H 2.056 -0.493 -2.864
```

Output
Molar mass: 618.1 g/mol
Relative energy (zero: lowest compared OMol25 entry of this formula, charge and spin): 0.00 kJ/mol
Net charge: 0
Lowest unoccupied orbital energy: -0.416 eV